No. 1
C28H52B3ClNO8P | the ωB97M-V functional and the def2-TZVPD basis

Geometry as XYZ:
```
94
Properties=species:S:1:pos:R:3:lowdin_charge:R:1
C -3.68015 -5.89325 1.01827 -0.087
C -3.38470 -4.66591 2.02933 -0.157
C -3.57506 -4.92723 3.54655 -0.045
C -3.31667 -3.76207 4.52973 -0.079
C -2.90061 -2.36302 3.97300 -0.076
C -2.69649 -2.11340 2.45560 -0.009
C -2.92334 -3.28046 1.43669 -0.112
C -2.72771 -3.18216 -0.16359 -0.032
B -1.57076 -2.12564 -0.61484 -0.434
O -1.73704 -1.08609 -1.62342 0.174
B -0.91547 -1.56284 -2.72935 -0.837
Cl -1.25550 -1.02140 -4.44360 0.673
O 0.15928 -2.50227 -2.52044 0.121
B 0.63012 -2.52206 -1.15161 -0.494
P 2.51297 -2.97458 -0.91430 0.789
N 2.65755 -4.57178 -0.60770 -0.371
O -0.24009 -2.23209 -0.01462 0.178
H -2.73290 -6.04154 0.37298 0.078
H -3.94542 -6.86164 1.55334 0.078
H -4.49295 -5.54235 0.27460 0.079
H -3.87796 -5.96488 3.90136 0.092
H -3.46695 -3.96339 5.65075 0.086
H -2.75209 -1.51131 4.73438 0.086
H -2.38953 -1.08241 2.04638 0.099
H -3.73063 -2.99504 -0.70764 0.129
H -2.36697 -4.20951 -0.56276 0.121
H 3.12003 -2.23193 0.16239 0.005
H 3.25146 -2.75604 -2.14367 0.019
H 3.21438 -5.00891 -1.36239 -0.058
C -8.19652 -2.91714 1.43858 -0.179
C -8.66825 -3.36074 0.07247 -0.181
C -7.93014 -4.67283 -0.10523 -0.209
O -7.75861 -5.23410 1.20378 -0.145
C -8.09085 -4.23501 2.17848 -0.204
H -8.86724 -2.20760 1.92624 0.114
H -7.20757 -2.45370 1.35755 0.116
H -9.74844 -3.53949 0.09276 0.115
H -8.45632 -2.64165 -0.72082 0.114
H -6.93476 -4.51378 -0.53476 0.106
H -8.47435 -5.37739 -0.73866 0.117
H -9.04914 -4.51397 2.63041 0.116
H -7.32866 -4.21721 2.96072 0.115
C 5.99588 1.22442 -0.62345 -0.168
C 4.84083 1.96725 0.01125 -0.170
C 3.64740 1.17881 -0.48964 -0.202
O 4.08376 -0.17419 -0.66033 -0.201
C 5.51535 -0.21276 -0.56563 -0.197
H 6.94887 1.37561 -0.11370 0.122
H 6.11153 1.53858 -1.66516 0.102
H 4.90666 1.89342 1.10199 0.117
H 4.79654 3.02423 -0.25682 0.117
H 3.30829 1.54690 -1.46397 0.122
H 2.80392 1.20529 0.20511 0.104
H 5.77546 -0.68043 0.39039 0.122
H 5.92123 -0.82445 -1.37397 0.099
C 9.68349 0.35037 -4.43442 -0.178
C 8.48509 -0.49651 -4.79927 -0.175
C 7.46284 -0.05571 -3.77064 -0.211
O 7.75174 1.31428 -3.45770 -0.156
C 9.03230 1.65144 -4.00979 -0.200
H 10.39656 0.47776 -5.25067 0.115
H 10.21060 -0.09829 -3.58586 0.117
H 8.13929 -0.23627 -5.80506 0.117
H 8.68061 -1.56985 -4.77290 0.116
H 7.55301 -0.63679 -2.84680 0.106
H 6.43656 -0.13992 -4.13645 0.124
H 8.86364 2.30937 -4.86915 0.118
H 9.62170 2.19320 -3.26672 0.118
C 0.33541 3.11180 1.15374 -0.173
C 0.56236 2.67481 2.58432 -0.171
C -0.81305 2.17159 2.98217 -0.196
O -1.42723 1.66575 1.78626 -0.144
C -0.64414 2.07269 0.66270 -0.202
H 1.24801 3.15137 0.55549 0.105
H -0.12801 4.10321 1.13693 0.096
H 1.28199 1.84922 2.60997 0.111
H 0.93212 3.46984 3.23436 0.114
H -1.44098 2.98340 3.36451 0.117
H -0.76810 1.38190 3.73616 0.115
H -0.12656 1.18473 0.28148 0.110
H -1.30149 2.45649 -0.12076 0.122
C -1.74351 8.49545 1.04080 -0.179
C -2.21812 8.04433 -0.32241 -0.179
C -1.48061 6.73112 -0.49437 -0.203
O -1.30693 6.17775 0.81751 -0.160
C -1.63678 7.18099 1.78812 -0.203
H -2.41306 9.20776 1.52588 0.115
H -0.75472 8.95824 0.95516 0.116
H -3.29819 7.86602 -0.29874 0.117
H -2.00775 8.75878 -1.12011 0.115
H -0.48645 6.88694 -0.92682 0.119
H -2.02629 6.02283 -1.12219 0.119
H -2.59395 6.90459 2.24339 0.119
H -0.87308 7.20250 2.56886 0.118
```

## Properties
SMILES: Cc1ccccc1CB1OB(Cl)OB([PH2]=N)O1.C1CCOC1.C1CCOC1.C1CCOC1.C1CCOC1.C1CCOC1
E_tot in hartree: -2630.87680
Gap between HOMO and LUMO in eV: 8.18
HOMO in eV: -7.9
Charge: 0

***

No. 2
C28H52BI2N4O5 | the ωB97M-V functional and the def2-TZVPD basis

Geometry as XYZ:
```
92
Properties=species:S:1:pos:R:3:lowdin_spin:R:1
C 3.55564 2.44018 -0.78788 0.000
C 3.39259 0.87398 -1.24335 0.000
C 1.79266 0.46866 -1.51260 0.000
O 1.21891 0.22172 -0.17842 0.000
C 0.79130 -1.21085 -0.04718 0.000
C 2.01052 -2.21599 0.38651 0.000
C 2.83781 -2.10520 1.80656 0.000
B 2.46322 -0.87741 2.85921 0.000
O 3.41824 0.25899 3.00173 0.000
O 1.18553 -0.93408 3.59560 0.000
C 1.26330 -0.10593 4.84408 0.000
C 4.00943 -3.16871 2.19395 0.000
I 5.01178 -2.94262 4.14230 0.000
N 4.33225 -4.25907 1.24019 0.000
N 3.66552 -4.29924 0.06705 0.000
I 4.26449 -5.91069 -1.15798 0.000
C 2.57592 -3.48334 -0.54861 0.000
C 1.92023 -3.76087 -2.06244 0.000
H 4.69277 2.73630 -0.91988 0.000
H 3.30632 2.63090 0.35604 0.000
H 2.87641 3.17175 -1.40229 0.000
H 3.82103 0.21593 -0.34446 0.000
H 3.97050 0.71652 -2.24833 0.000
H 1.27223 1.45780 -1.92906 0.000
H 1.68841 -0.42705 -2.26329 0.000
H 0.16638 -1.55563 -0.97602 0.000
H 0.02694 -1.20358 0.86999 0.000
H 4.13447 0.19359 2.30417 0.000
H 0.98579 1.01374 4.54758 0.000
H 0.47051 -0.58405 5.58036 0.000
H 2.31471 -0.20441 5.35532 0.000
H 2.77405 -3.86288 -2.89058 0.000
H 1.33891 -2.76200 -2.36233 -0.001
H 1.15926 -4.65129 -2.07189 0.000
C 0.32317 0.23858 -7.61048 0.002
C 1.04033 -0.58947 -6.50731 0.023
C 2.19730 -1.41413 -7.13593 0.014
C 1.71977 -2.62299 -7.93553 0.001
C 0.77378 -3.48986 -7.11044 0.014
C -0.40789 -2.69327 -6.49724 0.023
N 0.03596 -1.44507 -5.79137 0.336
O 0.60849 -1.83681 -4.56438 0.580
C -1.42849 -2.33467 -7.61130 0.001
C -1.21921 -3.65609 -5.56870 -0.001
C 1.67561 0.50122 -5.58181 -0.001
H -0.70160 0.49374 -7.31616 0.001
H 0.83282 1.19139 -7.80235 0.000
H 0.29117 -0.27061 -8.57509 0.000
H 2.87159 -1.77128 -6.34639 0.003
H 2.80520 -0.77509 -7.78821 0.001
H 1.23148 -2.30337 -8.86201 0.000
H 2.58601 -3.22199 -8.24107 0.001
H 0.39535 -4.30385 -7.74127 0.001
H 1.35422 -3.97154 -6.31175 0.003
H -2.22597 -1.69085 -7.22407 0.001
H -1.90792 -3.23814 -8.01060 0.000
H -0.98206 -1.84460 -8.47511 0.000
H -0.60298 -4.10358 -4.78088 -0.001
H -1.63856 -4.49316 -6.13694 0.000
H -2.05801 -3.13103 -5.09148 0.000
H 0.90088 1.11683 -5.10824 0.000
H 2.32432 1.17252 -6.15474 0.000
H 2.30600 0.07380 -4.79378 -0.001
C -4.83148 2.59816 7.69788 0.001
C -3.32195 2.89421 7.47281 0.022
C -3.12227 4.40205 7.15602 0.013
C -3.55699 4.79148 5.74602 0.001
C -2.90696 3.89010 4.70096 0.013
C -3.11926 2.37873 4.97949 0.022
N -2.79135 1.99598 6.39344 0.311
O -1.38669 1.97622 6.50877 0.612
C -4.58721 1.99012 4.65477 0.001
C -2.29538 1.56549 3.92720 -0.001
C -2.67751 2.60751 8.87003 -0.001
H -5.06318 1.54212 7.51626 0.001
H -5.13896 2.80581 8.73071 0.000
H -5.48529 3.20974 7.07396 0.000
H -2.06405 4.67019 7.27372 0.002
H -3.67324 5.01584 7.87926 0.001
H -4.64751 4.75355 5.65502 0.000
H -3.27323 5.83294 5.55272 0.001
H -3.30025 4.15196 3.71078 0.001
H -1.83255 4.11693 4.66890 0.003
H -4.79094 0.94983 4.93174 0.001
H -4.78987 2.08382 3.57973 0.000
H -5.32736 2.62466 5.13971 0.000
H -1.22870 1.81590 3.93930 -0.001
H -2.64274 1.77051 2.90899 0.000
H -2.39595 0.48462 4.09638 0.000
H -2.78888 1.55183 9.14676 0.000
H -3.15667 3.20494 9.65309 0.000
H -1.61239 2.86297 8.90612 -0.001
```

## Properties
E_tot in hartree: -2312.87848
Gap between HOMO and LUMO (spin up / spin down) in eV: 5.95 / 6.54
HOMO (spin up / spin down) in eV: -10.5 / -11.1
Charge: +1
Multiplicity: 3
<S²>: 2.010